Entry 1:
One molecule with the formula C3H7N2O2P in a non-equilibrium geometry. Source: OMol25; level of theory: the ωB97M-V functional and the def2-TZVPD basis.

```
! RIJCOSX wB97M-V def2-TZVPD def2/J DEFGRID3
* xyz 0 1
C 0.284 -0.020 -1.984
C -0.307 -0.818 -0.785
C 0.149 -2.204 -0.744
N 0.581 -3.188 -0.355
O 0.072 -0.247 0.420
P -1.073 -0.086 1.612
N -0.946 1.483 2.074
O -0.151 -0.721 2.825
H 1.402 -0.326 -2.177
H -0.318 -0.091 -2.866
H 0.314 1.150 -1.829
H -1.418 -0.941 -0.975
H -1.718 2.010 2.329
H -0.113 2.053 2.296
H 0.083 -1.613 2.516
*
```

largest force on an atom: 3.0 eV/Å
energy: -719.87646 Ha
structure (SMILES): C[C@@H](C#N)OP(N)O
molar mass: 134.1 g/mol
relative energy (zero: lowest compared OMol25 entry of this formula, charge and spin): 0.00 kcal per mole
highest occupied orbital energy: -9.55 eV

Entry 2:
One molecule with the formula C23H27N3O3S. Source: OMol25; level of theory: the ωB97M-V functional and the def2-TZVPD basis.

```
! RIJCOSX wB97M-V def2-TZVPD def2/J DEFGRID3
* xyz 0 1
C -6.736 -0.030 -0.009
C -6.308 1.258 -0.707
O -5.067 1.139 -1.371
C -3.907 1.213 -0.665
C -2.737 1.093 -1.418
C -1.495 1.174 -0.829
C -1.392 1.379 0.544
N -0.163 1.462 1.220
C 1.092 1.419 0.713
O 1.371 1.315 -0.462
C 2.176 1.512 1.787
C 3.467 0.847 1.292
C 4.017 1.616 0.087
O 4.288 2.788 0.040
N 4.176 0.696 -0.904
C 4.614 1.005 -2.238
C 3.757 -0.556 -0.510
S 3.853 -1.896 -1.442
N 3.318 -0.486 0.766
C 2.913 -1.634 1.536
C 1.394 -1.816 1.631
C 0.757 -1.976 0.254
C -0.745 -2.060 0.236
C -1.538 -2.003 1.372
C -2.918 -2.080 1.277
C -3.528 -2.219 0.045
C -2.748 -2.273 -1.098
C -1.373 -2.192 -1.000
C -2.553 1.495 1.297
C -3.800 1.416 0.706
H -6.788 -0.838 -0.734
H -6.025 -0.306 0.766
H -7.716 0.105 0.439
H -7.019 1.498 -1.504
H -6.290 2.098 0.000
H -2.829 0.936 -2.480
H -0.605 1.085 -1.426
H -0.256 1.595 2.218
H 2.403 2.570 1.951
H 1.849 1.074 2.731
H 4.206 0.863 2.106
H 4.968 2.034 -2.240
H 3.783 0.897 -2.936
H 5.415 0.324 -2.529
H 3.341 -1.542 2.541
H 3.348 -2.510 1.045
H 0.953 -0.959 2.143
H 1.205 -2.706 2.235
H 1.165 -2.871 -0.223
H 1.047 -1.130 -0.375
H -1.092 -1.907 2.351
H -3.517 -2.037 2.176
H -4.602 -2.292 -0.027
H -3.214 -2.378 -2.066
H -0.766 -2.234 -1.892
H -2.487 1.651 2.366
H -4.672 1.516 1.331
*
```

largest force on an atom: 0.7 eV/Å
energy: -1680.88446 Ha
structure (SMILES): CCOc1ccc(NC(=O)C[C@@H]2C(=O)N(C)C(=S)N2CCCc2ccccc2)cc1
molar mass: 425.6 g/mol
relative energy (zero: lowest compared OMol25 entry of this formula, charge and spin): 0.89 kcal per mole
highest occupied orbital energy: -7.97 eV

Entry 3:
C3H7FO2Sr as an isolated structure in a non-equilibrium geometry. Source: OMol25; level of theory: the ωB97M-V functional and the def2-TZVPD basis.

```
! RIJCOSX wB97M-V def2-TZVPD def2/J DEFGRID3
* xyz 1 2
O 0.168 -1.879 -0.962
C 1.352 -1.199 -0.708
C 1.131 -0.030 0.242
O -0.005 0.722 -0.271
C -0.477 1.751 0.476
Sr -1.657 -0.963 -1.154
H 1.808 -0.812 -1.640
H 2.107 -1.851 -0.230
H 1.994 0.647 0.287
H 0.866 -0.382 1.250
H -1.026 2.498 -0.102
H 0.083 2.015 1.375
H -3.219 -0.525 1.123
F -3.125 0.008 0.316
*
```

largest force on an atom: 2.8 eV/Å
energy: -399.27913 Ha
molar mass: 181.7 g/mol
relative energy (zero: lowest compared OMol25 entry of this formula, charge and spin): 0.00 kcal per mole
highest occupied orbital energy (alpha / beta): -11.64 / -12.96 eV

Entry 4:
C5H14N2O2 as an isolated structure in a non-equilibrium geometry. Source: OMol25; level of theory: the ωB97M-V functional and the def2-TZVPD basis.

```
! RIJCOSX wB97M-V def2-TZVPD def2/J DEFGRID3
* xyz 0 1
C -0.506 1.634 0.005
C -2.017 1.579 -0.080
O -0.088 2.193 1.251
H -0.230 1.502 1.921
H -0.131 2.315 -0.773
H 0.443 0.707 -0.345
H -2.453 2.581 -0.007
H -2.437 1.007 0.753
H -2.348 1.128 -1.019
C 1.744 -1.318 -1.204
C -1.088 -1.518 -0.311
N 1.238 -0.490 -0.103
C -0.074 -0.861 0.584
N 2.286 -0.139 0.805
O -0.151 -0.830 1.802
H 2.106 0.827 1.079
H 2.144 -0.690 1.657
H 1.887 -2.353 -0.882
H 2.697 -0.920 -1.550
H 1.025 -1.287 -2.023
H -1.105 -1.085 -1.311
H -0.863 -2.586 -0.381
H -2.076 -1.396 0.131
*
```

largest force on an atom: 4.3 eV/Å
energy: -458.78278 Ha
molar mass: 134.2 g/mol
relative energy (zero: lowest compared OMol25 entry of this formula, charge and spin): 97.15 kcal per mole
highest occupied orbital energy: -7.85 eV

Entry 5:
One molecule with the formula C3H8O2 in a non-equilibrium geometry. Source: OMol25; level of theory: the ωB97M-V functional and the def2-TZVPD basis.

```
! RIJCOSX wB97M-V def2-TZVPD def2/J DEFGRID3
* xyz 0 1
O -1.969 0.552 -0.668
C -1.391 -0.402 0.244
C 0.026 -0.682 -0.201
C 0.970 0.451 0.240
O 2.340 0.044 0.329
H -1.542 1.428 -0.566
H -1.611 -0.070 1.270
H -2.082 -1.249 0.193
H 0.524 -1.599 0.135
H -0.035 -0.763 -1.285
H 1.005 1.267 -0.480
H 0.694 0.761 1.254
H 2.448 -0.857 0.621
*
```

largest force on an atom: 1.5 eV/Å
energy: -269.54787 Ha
structure (SMILES): OCCCO
molar mass: 76.1 g/mol
relative energy (zero: lowest compared OMol25 entry of this formula, charge and spin): 29.51 kcal per mole
highest occupied orbital energy: -10.43 eV

Entry 6:
C4H5NO as an isolated structure in a non-equilibrium geometry. Source: OMol25; level of theory: the ωB97M-V functional and the def2-TZVPD basis.

```
! RIJCOSX wB97M-V def2-TZVPD def2/J DEFGRID3
* xyz 0 1
C 0.711 1.133 -0.696
C -0.040 0.032 -0.013
C -1.479 -0.101 0.179
O -2.023 -1.036 0.751
N 0.398 -2.153 1.180
C 0.367 -1.092 0.586
H -0.016 1.867 -1.056
H 1.399 1.660 -0.024
H 1.281 0.784 -1.564
H -2.069 0.728 -0.243
H 1.470 -1.822 0.901
*
```

largest force on an atom: 1.8 eV/Å
energy: -285.27979 Ha
molar mass: 83.1 g/mol
relative energy (zero: lowest compared OMol25 entry of this formula, charge and spin): 84.59 kcal per mole
highest occupied orbital energy: -8.66 eV

Entry 7:
C3H4HgO4 as an isolated structure in a non-equilibrium geometry. Source: OMol25; level of theory: the ωB97M-V functional and the def2-TZVPD basis.

```
! RIJCOSX wB97M-V def2-TZVPD def2/J DEFGRID3
* xyz -1 2
O 1.590 -0.377 -0.096
C 0.948 0.721 -0.099
C 0.430 -1.532 0.582
O 1.228 1.794 -0.646
O -0.295 0.638 0.435
C -0.492 -0.616 1.199
H 0.982 -2.200 1.257
H 0.106 -1.977 -0.369
H -0.186 -0.352 2.225
Hg -0.639 3.031 -0.221
O 1.735 -4.515 2.909
H 2.027 -5.219 3.493
*
```

largest force on an atom: 2.8 eV/Å
energy: -570.96769 Ha
molar mass: 304.7 g/mol
relative energy (zero: lowest compared OMol25 entry of this formula, charge and spin): 75.04 kcal per mole
highest occupied orbital energy (alpha / beta): -3.05 / -3.04 eV

Entry 8:
C9H8N2S4SbTa as an isolated structure. Source: OMol25; level of theory: the ωB97M-V functional and the def2-TZVPD basis.

```
! RIJCOSX wB97M-V def2-TZVPD def2/J DEFGRID3
* xyz 2 1
Ta 0.874 -0.773 -2.083
N -0.426 1.111 -2.125
C -0.859 1.414 -0.747
C -1.779 2.389 -0.479
C -2.150 2.662 0.851
C -1.585 1.961 1.880
C -0.630 0.951 1.623
C 0.015 0.223 2.646
C 0.960 -0.718 2.330
C 1.252 -0.966 0.992
N 0.653 -0.313 -0.009
C -0.278 0.665 0.291
H -0.093 1.966 -2.575
H -1.254 0.830 -2.661
H -2.216 2.965 -1.287
H -2.877 3.437 1.048
H -1.855 2.174 2.907
H -0.239 0.425 3.680
H 1.483 -1.277 3.092
H 1.972 -1.723 0.718
S 1.949 -4.523 0.165
Sb 2.160 -4.120 -1.955
S 2.956 -1.524 -1.989
S -0.436 -2.442 -2.326
S 2.403 -4.796 -3.986
*
```

largest force on an atom: 0.7 eV/Å
energy: -2346.75719 Ha
molar mass: 575.2 g/mol
relative energy (zero: lowest compared OMol25 entry of this formula, charge and spin): 0.00 kcal per mole
highest occupied orbital energy: -15.78 eV